[1]
Below is a 2-piece molecular cluster, C4H6O2 overall at a distorted geometry, with properties calculated with ωB97M-V/def2-TZVPD.

Computed properties:
Frontier orbital gap, eV: 9.4
SMILES: C=C=O.CC=O
Multiplicity: 1
HOMO, eV: -9.2041
E_LUMO, Eh: 0.0059
ΔE to the lowest compared entry with this formula, charge and spin, kJ/mol: 269.3

Geometry as XYZ:
```
12
Properties=species:S:1:pos:R:3:mulliken_charge:R:1
O 0.55806 -1.76053 -0.19957 -0.502
O -0.57741 1.64967 0.67967 -0.432
C 1.75593 0.33543 -0.36476 -1.043
C -1.13499 0.62116 0.56699 0.765
C 0.55097 -0.57135 -0.39642 0.458
C -2.00650 -0.36919 0.52463 -0.982
H 1.77967 0.84592 -1.33265 0.305
H -2.99118 -0.08075 0.84941 0.275
H 1.72132 1.11463 0.40453 0.306
H 2.65363 -0.27264 -0.24030 0.320
H -1.75908 -1.39989 0.29106 0.282
H -0.46738 -0.15163 -0.75892 0.248
```

***

[2]
Below is a single C4H6O2 molecule at a distorted geometry, with properties calculated with ωB97M-V/def2-TZVPD.

Computed properties:
Frontier orbital gap, eV: 10.4
SMILES: O=C1CC[C@@H]1O
Multiplicity: 1
HOMO, eV: -9.5611
E_LUMO, Eh: 0.0320
ΔE to the lowest compared entry with this formula, charge and spin, kJ/mol: 366.9

Geometry as XYZ:
```
12
Properties=species:S:1:pos:R:3:mulliken_charge:R:1
O -1.78101 -0.68631 -0.12704 -0.556
O -0.43314 1.68802 -0.20136 -0.499
C 0.10446 0.75873 0.24550 0.434
C 1.60828 0.30679 0.02182 -0.501
C 1.04212 -1.22798 -0.30546 -0.537
C -0.42469 -0.64571 0.37773 -0.051
H 1.76739 -1.83724 0.31688 0.284
H 2.23194 1.03362 -0.51487 0.363
H 1.73844 0.28877 1.22860 0.227
H -0.65470 -1.15540 1.28032 0.254
H 0.87938 -1.60272 -1.46226 0.269
H -2.23034 0.10824 -0.25901 0.314
```